(1)
{
  "formula": "C28H46N8PS4Y",
  "method": "ωB97M-V with the def2-TZVPD basis set",
  "total_charge": 4,
  "relative_energy_kj_mol": 185.8,
  "homo_lumo_gap_ev": 7.17,
  "total_energy_ev": -95342.2693,
  "elements": ["Y", "C", "C", "S", "C", "C", "S", "C", "C", "S", "H", "H", "H", "H", "H", "H", "H", "H", "H", "H", "H", "H", "C", "C", "C", "C", "C", "C", "N", "N", "C", "C", "C", "C", "C", "N", "H", "H", "H", "H", "H", "H", "H", "H", "H", "C", "N", "C", "N", "C", "N", "C", "P", "C", "C", "H", "H", "H", "H", "H", "H", "H", "H", "H", "H", "H", "H", "H", "C", "C", "N", "C", "S", "N", "C", "C", "H", "H", "H", "H", "H", "H", "H", "H", "H", "H", "H", "H"],
  "positions_angstrom": [[-0.13, 0.64, 0.27], [-1.25, 2.67, 3.53], [-0.05, 1.80, 3.90], [-0.05, 0.13, 3.20], [-1.63, -0.58, 3.77], [-2.31, -1.46, 2.72], [-2.46, -0.80, 1.03], [-3.76, 0.46, 1.18], [-3.46, 1.68, 2.04], [-1.82, 2.49, 1.80], [-0.98, 3.72, 3.67], [-2.10, 2.49, 4.18], [0.05, 1.73, 4.99], [0.88, 2.24, 3.54], [-2.27, 0.23, 4.10], [-1.42, -1.18, 4.65], [-3.31, -1.72, 3.06], [-1.78, -2.41, 2.60], [-4.67, -0.03, 1.53], [-3.93, 0.74, 0.14], [-3.52, 1.44, 3.09], [-4.22, 2.43, 1.85], [3.48, -4.22, -3.90], [2.39, -4.87, -3.35], [1.56, -4.20, -2.46], [1.79, -2.85, -2.21], [2.90, -2.19, -2.75], [3.75, -2.89, -3.58], [0.94, -2.25, -1.26], [0.50, -1.09, -1.37], [0.72, -0.17, -2.47], [0.66, -0.42, -3.82], [0.82, 0.67, -4.67], [1.05, 1.93, -4.13], [1.04, 2.09, -2.76], [0.85, 1.05, -1.93], [4.14, -4.75, -4.57], [2.19, -5.91, -3.59], [0.72, -4.70, -2.00], [3.13, -1.16, -2.50], [4.63, -2.41, -3.99], [0.50, -1.42, -4.21], [0.79, 0.53, -5.74], [1.21, 2.79, -4.77], [1.15, 3.07, -2.31], [3.92, -4.46, 2.20], [2.87, -3.96, 3.22], [3.62, -3.12, 4.28], [4.34, -2.07, 3.66], [5.30, -2.60, 2.70], [4.62, -3.36, 1.65], [3.81, -2.53, 0.77], [2.44, -1.66, 1.68], [1.78, -3.18, 2.56], [3.49, -1.04, 3.09], [3.37, -5.02, 1.44], [4.58, -5.12, 2.75], [2.46, -4.78, 3.68], [4.29, -3.81, 4.80], [2.86, -2.75, 4.98], [6.00, -3.26, 3.22], [5.86, -1.78, 2.26], [3.40, -3.14, -0.03], [4.45, -1.78, 0.30], [1.28, -3.84, 1.84], [1.06, -2.89, 3.33], [2.85, -0.61, 3.87], [4.13, -0.23, 2.72], [-5.50, 3.12, -4.47], [-5.01, 3.70, -3.15], [-4.12, 2.72, -2.50], [-3.10, 2.90, -1.67], [-2.09, 1.47, -1.47], [-2.82, 4.03, -1.05], [-3.60, 5.28, -0.92], [-3.02, 6.41, -1.75], [-6.14, 3.85, -4.96], [-6.08, 2.22, -4.31], [-4.66, 2.90, -5.13], [-5.86, 3.91, -2.49], [-4.46, 4.62, -3.31], [-4.23, 1.77, -2.82], [-1.94, 4.04, -0.57], [-3.59, 5.53, 0.14], [-4.64, 5.07, -1.17], [-1.99, 6.60, -1.48], [-3.59, 7.33, -1.56], [-3.07, 6.20, -2.82]],
  "lowdin_charge": [1.144, -0.457, -0.470, 0.768, -0.441, -0.463, 0.822, -0.488, -0.422, 0.813, 0.099, 0.090, 0.107, 0.087, 0.070, 0.102, 0.110, 0.080, 0.112, 0.020, 0.070, 0.102, -0.012, -0.027, -0.004, -0.306, -0.052, -0.031, 0.102, -0.049, -0.371, 0.028, 0.025, 0.006, -0.113, -0.081, 0.131, 0.128, 0.123, 0.119, 0.127, 0.140, 0.141, 0.134, 0.128, -0.084, -0.061, -0.086, -0.139, -0.123, -0.138, -0.304, 0.971, -0.258, -0.315, 0.151, 0.158, 0.191, 0.158, 0.150, 0.153, 0.148, 0.080, 0.107, 0.105, 0.087, 0.077, 0.105, -0.056, -0.200, 0.033, -0.689, 0.644, 0.028, -0.200, -0.054, 0.099, 0.090, 0.089, 0.128, 0.107, 0.123, 0.090, 0.127, 0.105, 0.085, 0.099, 0.076]
}

***

(2)
{
  "formula": "C28H46O24",
  "method": "ωB97M-V with the def2-TZVPD basis set",
  "homo_lumo_gap_ev": 10.52,
  "smiles": "C[C@H]1COC(=O)O1.C[C@H]1COC(=O)O1.CCOC(=O)OC.CCOC(=O)OC.COC(=O)OC.O=C1OCCO1.O=C1OCCO1.O=C1OCCO1",
  "total_energy_ev": -78923.1543,
  "elements": ["C", "C", "O", "C", "O", "O", "H", "H", "H", "H", "C", "C", "O", "C", "O", "O", "H", "H", "H", "H", "C", "C", "O", "C", "O", "O", "H", "H", "H", "H", "C", "C", "C", "O", "C", "O", "O", "H", "H", "H", "H", "H", "H", "C", "C", "C", "O", "C", "O", "O", "H", "H", "H", "H", "H", "H", "C", "O", "C", "O", "O", "C", "H", "H", "H", "H", "H", "H", "C", "C", "O", "C", "O", "O", "C", "H", "H", "H", "H", "H", "H", "H", "H", "C", "C", "O", "C", "O", "O", "C", "H", "H", "H", "H", "H", "H", "H", "H"],
  "positions_angstrom": [[-0.43, -0.43, -1.08], [1.01, -0.32, -0.57], [0.94, -0.94, 0.71], [-0.35, -1.01, 1.12], [-0.72, -1.35, 2.19], [-1.17, -0.55, 0.14], [-0.57, -1.35, -1.65], [-0.84, 0.39, -1.66], [1.35, 0.71, -0.50], [1.69, -0.88, -1.20], [-1.12, 1.16, 4.40], [0.19, 1.84, 3.95], [1.15, 1.34, 4.85], [0.52, 0.76, 5.92], [1.09, 0.37, 6.88], [-0.79, 0.63, 5.68], [-1.42, 0.34, 3.75], [-1.93, 1.89, 4.41], [0.09, 2.93, 3.94], [0.39, 1.54, 2.92], [2.88, -1.85, 4.72], [2.71, -2.33, 3.27], [2.66, -3.73, 3.39], [3.16, -4.10, 4.61], [3.35, -5.22, 4.94], [3.44, -3.00, 5.35], [1.92, -1.56, 5.13], [3.57, -1.02, 4.88], [3.53, -1.98, 2.63], [1.79, -1.92, 2.85], [2.73, 5.83, 2.98], [2.10, 5.58, 1.64], [2.97, 4.77, 0.66], [2.10, 3.72, 0.22], [0.98, 3.69, 0.97], [0.20, 2.80, 0.93], [0.98, 4.70, 1.86], [2.00, 6.21, 3.69], [3.46, 6.64, 2.96], [3.18, 4.95, 3.43], [1.79, 6.51, 1.17], [3.83, 4.30, 1.14], [3.27, 5.37, -0.20], [2.62, -3.24, -3.60], [1.80, -4.36, -2.97], [1.49, -4.14, -1.46], [0.12, -3.77, -1.45], [-0.46, -4.08, -2.63], [-1.63, -4.07, -2.82], [0.48, -4.34, -3.55], [3.68, -3.48, -3.49], [2.38, -2.29, -3.13], [2.35, -3.17, -4.65], [2.23, -5.34, -3.15], [2.06, -3.35, -0.98], [1.62, -5.08, -0.93], [-3.93, -2.43, 0.40], [-4.50, -3.26, 1.40], [-5.76, -3.06, 1.79], [-6.24, -3.66, 2.71], [-6.39, -2.15, 1.03], [-7.76, -1.92, 1.36], [-2.87, -2.62, 0.29], [-4.10, -1.38, 0.66], [-4.38, -2.62, -0.58], [-8.02, -0.99, 0.86], [-7.91, -1.78, 2.43], [-8.35, -2.76, 0.99], [-6.10, 3.46, -5.66], [-5.56, 2.08, -5.96], [-5.14, 1.48, -4.72], [-4.26, 0.49, -4.84], [-3.83, 0.05, -5.87], [-3.93, 0.09, -3.61], [-3.10, -1.07, -3.54], [-6.99, 3.43, -5.03], [-6.48, 3.86, -6.61], [-5.34, 4.13, -5.27], [-4.71, 2.16, -6.63], [-6.31, 1.43, -6.42], [-2.17, -0.95, -4.09], [-3.66, -1.93, -3.92], [-2.85, -1.27, -2.50], [4.36, 0.82, -3.48], [4.95, 1.43, -2.23], [3.94, 1.29, -1.20], [4.38, 1.19, 0.05], [5.51, 1.38, 0.40], [3.35, 0.83, 0.82], [3.48, 1.01, 2.21], [4.23, -0.25, -3.36], [5.02, 0.98, -4.34], [3.40, 1.29, -3.69], [5.19, 2.48, -2.31], [5.80, 0.83, -1.89], [2.70, 0.45, 2.71], [3.46, 2.08, 2.47], [4.46, 0.68, 2.57]],
  "lowdin_charge": [-0.091, -0.102, 0.045, -0.564, 0.161, 0.056, 0.106, 0.138, 0.107, 0.115, -0.085, -0.126, 0.041, -0.574, 0.165, 0.080, 0.109, 0.131, 0.125, 0.098, -0.104, -0.136, 0.068, -0.559, 0.172, 0.071, 0.121, 0.131, 0.126, 0.101, -0.027, -0.291, -0.065, 0.055, -0.563, 0.155, 0.083, 0.092, 0.093, 0.089, 0.153, 0.129, 0.134, -0.016, -0.274, -0.075, 0.046, -0.570, 0.168, 0.081, 0.089, 0.066, 0.091, 0.149, 0.125, 0.136, -0.046, 0.021, -0.615, 0.135, -0.031, -0.026, 0.082, 0.100, 0.097, 0.092, 0.096, 0.099, -0.070, -0.214, 0.037, -0.612, 0.125, 0.008, -0.046, 0.079, 0.081, 0.079, 0.122, 0.130, 0.099, 0.106, 0.071, -0.059, -0.186, 0.013, -0.616, 0.137, -0.017, -0.019, 0.067, 0.082, 0.083, 0.129, 0.125, 0.078, 0.099, 0.105]
}